# C28H21ClN5O4OsS

A structure of composition C28H21ClN5O4OsS (wB97M-V/def2-TZVPD, the OMol25 dataset).

The geometry in XYZ format:
```
61
Properties=species:S:1:pos:R:3:forces:R:3:nbo_charge:R:1
Os -0.57671 1.19416 0.30042 0.110 0.062 -0.154 1.35
O 5.38704 0.48068 3.92216 0.225 -0.320 0.153 -0.49
C 4.92320 1.39808 3.31084 0.201 0.923 -0.030 0.69
O 5.61422 2.52421 3.17546 -0.032 -0.415 0.035 -0.15
C 3.56742 1.44627 2.70320 -0.287 -0.249 -0.082 -0.10
C 2.66061 0.49215 3.12805 -0.040 0.006 -0.034 -0.13
C 1.39294 0.47901 2.57012 -0.001 -0.031 -0.003 0.23
N 1.07899 1.34609 1.59774 0.002 0.007 0.006 -0.46
C 1.90634 2.35956 1.28089 -0.005 0.035 0.011 0.29
C 3.18692 2.42523 1.80070 -0.122 0.049 -0.079 -0.21
C 1.28786 3.42045 0.45176 0.000 0.003 0.024 0.17
C 1.92027 4.58734 0.07181 0.024 -0.016 0.008 -0.20
C 1.19677 5.54753 -0.62023 -0.007 -0.001 0.002 -0.11
C -0.13707 5.32072 -0.91216 -0.022 -0.017 0.004 -0.23
C -0.70392 4.12158 -0.52458 -0.004 0.032 -0.025 0.10
N -0.00828 3.20059 0.14393 0.101 -0.048 0.080 -0.47
C 0.28696 -0.36933 3.07132 0.010 0.098 0.053 0.16
C 0.48915 -1.50014 3.84836 -0.003 0.032 0.124 -0.21
C -0.62123 -2.19570 4.29328 0.016 0.011 0.006 -0.15
C -1.88483 -1.73827 3.95215 -0.005 0.006 -0.043 -0.23
C -1.98733 -0.59764 3.17173 -0.020 -0.023 -0.004 0.06
N -0.92438 0.07735 2.74777 -0.058 0.026 0.170 -0.45
H 2.94748 -0.20719 3.89966 -0.006 0.002 0.008 0.25
H 3.86186 3.21662 1.51192 0.032 0.005 0.023 0.25
H 2.96151 4.75592 0.30246 0.001 -0.016 0.013 0.24
H 1.67572 6.46692 -0.92738 0.006 0.004 -0.003 0.24
H -0.73028 6.04779 -1.44634 -0.004 0.000 -0.003 0.25
H -1.72745 3.86288 -0.75985 -0.009 0.003 0.001 0.23
H 1.48446 -1.85284 4.08003 0.006 0.016 -0.011 0.23
H -0.50138 -3.08748 4.89327 0.001 -0.007 0.000 0.24
H -2.77658 -2.25365 4.27936 -0.003 0.001 0.001 0.24
H -2.95344 -0.21468 2.86443 -0.006 0.009 0.017 0.22
C -1.04296 -1.36872 -6.69110 0.002 -0.008 -0.009 -0.64
C -1.37997 -1.14180 -5.24584 0.010 -0.003 0.008 0.03
C -0.88361 -1.97879 -4.25191 -0.003 0.003 -0.005 -0.20
C -1.18442 -1.76567 -2.91680 0.018 0.022 0.004 -0.19
C -1.99450 -0.69392 -2.57911 -0.027 -0.029 0.051 -0.28
C -2.50344 0.16210 -3.54797 -0.031 0.004 -0.005 -0.18
C -2.19193 -0.07090 -4.87330 -0.014 0.019 0.015 -0.21
S -2.45370 -0.39516 -0.91017 0.100 -0.095 0.010 2.30
O -2.37668 1.11031 -0.73713 -0.073 0.003 -0.043 -0.92
O -3.70990 -0.99811 -0.61726 -0.026 0.023 0.000 -0.87
N -1.24409 -0.72770 0.08647 -0.009 0.030 -0.156 -0.91
C -0.75448 -2.00362 0.41991 -0.012 0.010 0.195 0.35
C -1.56693 -3.13909 0.40417 0.009 -0.066 -0.075 -0.29
C -0.99471 -4.34562 0.75927 -0.020 0.006 -0.011 -0.14
C 0.33987 -4.38265 1.14197 0.050 0.059 0.023 -0.27
C 1.04007 -3.18923 1.16588 -0.050 -0.105 -0.115 0.06
N 0.51204 -2.01758 0.81445 -0.017 -0.029 -0.215 -0.47
H -0.49545 -2.29884 -6.83013 0.002 0.001 -0.001 0.22
H -0.42820 -0.55272 -7.07415 0.000 0.001 0.002 0.23
H -1.94788 -1.40954 -7.29800 0.001 0.003 -0.002 0.23
H -0.24390 -2.80860 -4.52313 0.001 -0.005 -0.001 0.22
H -0.77230 -2.42103 -2.16365 0.007 -0.007 0.037 0.23
H -3.12667 1.00064 -3.26789 -0.004 -0.003 -0.002 0.23
H -2.58393 0.59274 -5.63394 0.002 -0.002 -0.007 0.22
H -2.60911 -3.07006 0.12423 0.013 -0.003 0.001 0.25
H -1.58964 -5.24941 0.74597 -0.003 0.001 -0.001 0.23
H 0.82269 -5.30819 1.42075 0.002 -0.004 0.002 0.23
H 2.08019 -3.16523 1.47209 0.014 -0.005 0.012 0.20
Cl 0.98670 0.88215 -1.57594 -0.044 -0.009 0.016 -0.56
```
Positions in Å, forces in eV/Å.

**Highest occupied orbital energy (alpha / beta)**: -10.36 / -11.53 eV
**Net charge**: +1
**Multiplicity**: 5
**<S²>**: 6.018

***

# C28H21IrN3O5S

A structure of composition C28H21IrN3O5S (wB97M-V/def2-TZVPD, the OMol25 dataset).

The geometry in XYZ format:
```
59
Properties=species:S:1:pos:R:3:forces:R:3:nbo_charge:R:1
Ir -2.33914 0.77114 1.43129 1.522 -2.503 -1.893 1.24
C -3.51803 1.36865 3.28501 -0.776 0.462 0.531 -0.27
C -4.43383 1.12746 2.22448 -0.878 0.430 0.219 -0.34
C -4.77532 -0.19431 1.88838 0.041 0.673 -0.277 -0.10
C -4.21133 -1.26953 2.58286 0.354 -0.176 0.151 -0.17
C -3.27051 -1.02990 3.57950 -0.109 -0.262 -0.507 -0.12
C -2.92501 0.28631 3.94008 0.475 0.699 -0.287 -0.19
H -3.36840 2.37452 3.65651 0.075 0.026 -0.109 0.28
H -4.98159 1.95112 1.78598 0.032 -0.002 -0.026 0.28
H -5.48517 -0.37779 1.09115 0.059 -0.003 -0.043 0.28
H -4.50779 -2.28247 2.34436 0.048 0.006 -0.060 0.27
H -2.82617 -1.86326 4.10803 0.065 0.023 -0.019 0.27
H -2.21061 0.46812 4.73033 -0.008 -0.051 -0.078 0.29
O -1.93255 1.98371 -0.46054 -0.261 -0.246 1.961 -0.52
C -2.24233 0.96623 -1.13354 -0.392 -0.616 -0.629 0.68
N -2.69426 -0.06884 -0.44496 0.476 1.020 1.189 -0.79
S -3.03401 -1.42660 -1.38984 0.186 -0.272 -0.100 2.30
O -4.42296 -1.71328 -1.24849 -0.053 0.023 0.028 -0.89
O -2.05996 -2.43043 -1.11959 -0.035 -0.002 -0.037 -0.88
C -2.67814 -0.52515 -2.89604 0.002 0.134 0.675 -0.20
C -2.82367 -0.95515 -4.19191 -0.057 -0.096 -0.063 -0.20
C -2.47944 -0.05429 -5.20018 -0.021 -0.074 0.115 -0.15
C -1.99738 1.21381 -4.89723 0.033 0.046 -0.122 -0.18
C -1.86330 1.63624 -3.58128 -0.028 -0.068 0.193 -0.13
C -2.22326 0.75122 -2.57848 0.102 0.249 -0.415 -0.19
H -3.19756 -1.94354 -4.42220 0.011 0.006 -0.019 0.26
H -2.59720 -0.35673 -6.23162 0.037 0.030 -0.016 0.25
H -1.73122 1.88693 -5.70092 -0.015 -0.012 -0.004 0.24
H -1.49453 2.62263 -3.33312 -0.049 0.023 -0.049 0.24
O -0.10592 0.60660 3.67515 0.284 0.050 -0.054 -0.62
C 0.39925 0.39872 2.59653 -0.154 -0.149 0.065 0.79
N 1.71767 0.19951 2.30923 0.085 -0.015 -0.021 -0.63
C 1.95827 -0.01064 0.90850 -0.181 0.135 -0.259 -0.06
C 0.49746 0.02697 0.35223 0.245 -0.076 -0.043 0.70
O 0.18514 -0.14276 -0.80473 0.183 0.147 0.125 -0.60
N -0.31892 0.28358 1.40352 -1.149 0.577 -0.342 -0.67
C 2.76816 -1.23877 0.54905 -0.201 0.298 0.055 0.08
C 2.50830 -1.96842 -0.63152 0.068 -0.249 -0.141 -0.11
C 3.17729 -3.14991 -0.85515 -0.047 0.112 -0.073 -0.21
C 4.15895 -3.58343 0.03944 0.032 0.011 -0.008 -0.05
C 4.45899 -2.83495 1.18455 0.057 0.147 0.062 -0.19
C 3.79379 -1.65898 1.42445 0.191 -0.185 0.047 -0.17
C 2.88285 1.02585 0.25440 -0.238 -0.380 0.193 0.17
C 2.73408 1.41219 -1.09218 0.099 0.138 -0.136 -0.20
C 3.49427 2.45010 -1.58820 -0.048 -0.178 -0.024 -0.19
C 4.46264 3.05362 -0.78715 0.027 -0.005 -0.055 -0.08
C 4.65588 2.62971 0.53022 0.061 -0.111 0.151 -0.19
C 3.89453 1.60591 1.04268 0.186 0.223 -0.017 -0.20
H 2.40742 0.16028 3.03739 -0.060 0.035 0.101 0.43
H 1.75298 -1.63276 -1.32579 -0.039 0.049 0.043 0.25
H 2.94222 -3.74061 -1.72972 0.038 0.006 -0.007 0.25
H 4.71351 -4.48955 -0.16634 -0.048 -0.032 0.026 0.25
H 5.22082 -3.17365 1.87301 0.008 -0.018 -0.027 0.25
H 4.05477 -1.07695 2.29810 -0.064 -0.035 0.013 0.22
H 2.00797 0.92695 -1.72408 -0.127 -0.052 0.033 0.26
H 3.34468 2.78181 -2.60632 0.050 -0.006 -0.004 0.24
H 5.09132 3.83303 -1.19724 -0.050 0.048 0.029 0.25
H 5.40616 3.10242 1.14913 0.015 0.000 -0.030 0.25
H 4.06015 1.28731 2.06282 -0.057 0.048 -0.012 0.22
```
Positions in Å, forces in eV/Å.

**Highest occupied orbital energy (alpha / beta)**: -14.83 / -14.70 eV
**Net charge**: +2
**Multiplicity**: 2
**<S²>**: 1.049

***

These records have largest force on an atom values of 0.95, 3.49 eV/A, in the order they appear.
These records have ΔE to the lowest compared entry with this formula, charge and spin values of 8.7, 262.5 kJ/mol, in the order they appear.